(one)
Entry from OMol25: a 2-piece molecular cluster, C6H13P overall (ωB97M-V/def2-TZVPD).

Last column: Löwdin charge in e.
CARTESIAN COORDINATES (ANGSTROEM)
C -1.31 -0.21 0.33  -0.391
P -1.29 0.78 -1.29  0.868
C -0.47 2.13 -0.80  -0.515
C 0.31 2.41 0.50  -0.131
C -0.05 3.35 -2.13  -0.030
H -1.89 -1.15 0.22  0.011
H -0.36 -0.55 0.64  -0.010
H -1.78 0.39 1.21  0.063
H 1.32 2.16 0.47  0.062
H 0.41 3.43 0.61  0.038
H -0.06 2.02 1.36  0.021
H -0.63 3.23 -2.99  0.020
H 0.88 3.25 -2.43  -0.009
H -0.22 4.29 -1.84  0.003
C 1.01 -4.04 1.67  -0.042
C 0.62 -4.41 0.46  -0.052
H 1.40 -3.11 1.70  0.010
H 1.05 -4.61 2.46  -0.001
H 0.40 -5.47 0.33  0.046
H 0.65 -3.89 -0.47  0.039

For the HOMO-LUMO gap, the calculation gives 0.35379 Ha. As for the structure (SMILES): CP=C(C)C.C=C. For the lowest unoccupied orbital energy, the calculation gives 0.71 eV.

***

(two)
Entry from OMol25: a 2-piece molecular cluster, C6H13P overall (ωB97M-V/def2-TZVPD).

Last column: Löwdin charge in e.
CARTESIAN COORDINATES (ANGSTROEM)
C 0.70 1.02 0.54  -0.542
C -0.02 -0.22 0.38  -0.658
C 0.61 2.34 -0.10  -0.140
C -0.63 -0.88 1.60  -0.126
C -0.37 -1.75 -1.61  -0.110
C -0.81 -0.47 -0.90  -0.227
P 1.89 -0.30 0.54  0.956
H 0.30 1.80 3.01  0.101
H 1.33 3.02 0.35  0.069
H -0.39 2.75 0.02  0.076
H 0.84 2.28 -1.17  0.076
H 0.01 -0.71 2.47  0.042
H -0.76 -1.95 1.45  0.076
H -1.61 -0.44 1.81  0.081
H -0.41 -2.59 -0.93  0.070
H 0.65 -1.65 -1.97  0.057
H -1.02 -1.95 -2.46  0.070
H -1.87 -0.55 -0.64  0.112
H -0.70 0.38 -1.58  0.105
H 2.26 -0.12 -0.81  -0.089

For the HOMO-LUMO gap (spin up / spin down), the calculation gives 0.25940 / 0.35407 Ha. For the lowest unoccupied orbital energy (spin up / spin down), the calculation gives -0.36 / 0.17 eV.

***

(three)
Entry from OMol25: one molecule with the formula C6H13P (ωB97M-V/def2-TZVPD).

Last column: Löwdin charge in e.
CARTESIAN COORDINATES (ANGSTROEM)
C 1.73 1.39 -0.09  0.003
C 1.11 0.21 0.05  -0.458
C 1.78 -1.08 -0.39  -0.127
P -0.63 -0.14 0.42  0.729
C -1.27 -1.31 1.54  -0.303
C -1.53 1.45 0.53  -0.184
C -1.07 -0.61 -1.32  -0.178
H 1.49 2.42 0.17  0.060
H 2.79 1.33 -0.20  0.049
H 1.92 -1.30 -1.50  0.106
H 2.71 -1.23 0.17  0.077
H 1.00 -1.88 -0.04  0.070
H -0.44 -2.11 1.60  -0.020
H -1.04 -0.69 2.46  -0.033
H -0.75 2.20 0.38  0.026
H -2.43 1.44 -0.18  0.083
H -1.90 1.64 1.51  0.029
H -2.05 -0.55 -1.53  0.006
H -0.84 0.27 -1.90  0.053
H -0.59 -1.44 -1.67  0.013

For the HOMO-LUMO gap, the calculation gives 0.31412 Ha. As for the structure (SMILES): C=C(C)P(=C)(C)C. For the lowest unoccupied orbital energy, the calculation gives 0.73 eV.

***

Short version: (three), (one), (two), most stable first.

***

(one)
Entry from OMol25: a 3-piece molecular cluster, C6H16N2O overall (ωB97M-V/def2-TZVPD).

Last column: Löwdin charge in e.
CARTESIAN COORDINATES (ANGSTROEM)
C -2.27 -0.51 0.05  -0.173
C -1.35 1.63 -0.71  -0.126
N -1.58 -1.26 0.86  -0.053
H -0.15 -1.00 0.27  0.064
H -1.76 -1.03 1.84  0.047
H -3.08 0.13 0.38  0.075
H -2.24 -0.74 -1.00  0.056
H -1.63 2.26 0.14  -0.024
H -0.57 2.13 -1.29  -0.024
H -2.22 1.50 -1.36  -0.026
C 0.72 -0.93 -1.66  -0.017
C 1.89 -1.42 0.45  -0.007
C 0.62 1.25 1.49  -0.022
N 0.78 -0.66 -0.20  -0.163
C 0.94 0.85 0.07  -0.502
O 1.67 1.46 -0.67  0.065
H 1.67 -0.67 -2.12  0.097
H -0.07 -0.30 -2.07  0.086
H 0.49 -1.98 -1.80  0.101
H 1.76 -2.48 0.23  0.099
H 2.84 -1.07 0.07  0.105
H 1.84 -1.27 1.53  0.094
H 1.50 1.07 2.12  0.089
H 0.42 2.32 1.49  0.091
H -0.23 0.71 1.89  0.066

For the HOMO-LUMO gap, the calculation gives 0.26729 Ha. For the lowest unoccupied orbital energy, the calculation gives 0.68 eV.

***

(two)
Entry from OMol25: one molecule with the formula C6H16N2O (ωB97M-V/def2-TZVPD).

Last column: Löwdin charge in e.
CARTESIAN COORDINATES (ANGSTROEM)
C 0.62 -1.68 -0.62  -0.064
C 0.44 -0.52 0.35  -0.257
C 1.52 0.52 0.28  -0.412
N 2.73 -0.25 0.96  0.052
O 1.80 1.05 -0.98  -0.017
C -1.01 0.27 -0.01  -0.551
C -2.15 -0.73 0.22  -0.057
C -1.25 1.49 0.89  -0.053
N -0.96 0.63 -1.42  0.057
H 1.61 -2.12 -0.53  0.071
H -0.11 -2.46 -0.42  0.075
H 0.47 -1.37 -1.65  0.071
H 0.36 -0.86 1.38  0.135
H 1.35 1.36 0.95  0.131
H 3.45 0.44 1.15  0.052
H 3.12 -0.91 0.29  0.044
H 1.55 0.40 -1.66  0.089
H -2.12 -1.13 1.23  0.087
H -3.11 -0.24 0.08  0.079
H -2.10 -1.55 -0.49  0.072
H -2.26 1.86 0.76  0.080
H -1.11 1.23 1.94  0.086
H -0.57 2.30 0.65  0.073
H -1.88 0.80 -1.80  0.082
H -0.41 1.47 -1.58  0.076

For the HOMO-LUMO gap, the calculation gives 0.37062 Ha. As for the structure (SMILES): C[C@@H]([C@@H](N)O)C(C)(C)N. For the lowest unoccupied orbital energy, the calculation gives 0.89 eV.

***

Short version: (two), (one), most stable first.

***

(one)
Entry from OMol25: a 2-piece molecular cluster, C6H16N2O overall (ωB97M-V/def2-TZVPD).

Last column: Löwdin charge in e.
CARTESIAN COORDINATES (ANGSTROEM)
C -1.07 -0.53 -1.43  -0.015
C -1.35 -0.51 0.04  -0.376
O -2.05 -1.35 0.56  0.076
C -0.88 0.76 0.88  -0.562
C -1.90 1.01 2.00  -0.048
C 0.48 0.40 1.48  -0.031
N -0.72 1.92 0.01  0.057
H -0.95 0.47 -1.83  0.068
H -0.15 -1.11 -1.53  0.051
H -1.82 -1.12 -1.95  0.088
H -2.87 1.26 1.58  0.084
H -2.01 0.12 2.61  0.079
H -1.56 1.82 2.65  0.080
H 1.21 0.27 0.69  0.049
H 0.81 1.18 2.17  0.085
H 0.41 -0.54 2.03  0.093
H -0.26 2.67 0.50  0.082
H -1.62 2.25 -0.32  0.086
C 2.42 -0.78 -1.72  -0.206
N 1.92 -1.96 -1.05  -0.080
H 2.06 0.14 -1.15  0.078
H 1.95 -0.71 -2.70  0.065
H 3.50 -0.80 -1.93  0.065
H 2.22 -2.82 -1.49  0.067
H 2.25 -2.03 -0.09  0.063

For the HOMO-LUMO gap, the calculation gives 0.36266 Ha. As for the structure (SMILES): CC(=O)C(C)(C)N.CN. For the lowest unoccupied orbital energy, the calculation gives 0.94 eV.

***

(two)
Entry from OMol25: a 2-piece molecular cluster, C6H16N2O overall (ωB97M-V/def2-TZVPD).

Last column: Löwdin charge in e.
CARTESIAN COORDINATES (ANGSTROEM)
C -2.05 -1.37 -1.04  -0.094
N -1.11 -0.62 -0.21  -0.077
C -1.61 0.15 1.02  -0.698
C -1.30 1.64 0.93  -0.013
N -0.85 -0.61 1.95  0.003
O -3.01 0.02 1.17  -0.023
H -2.85 -0.73 -1.44  0.083
H -2.50 -2.15 -0.43  0.080
H -1.51 -1.81 -1.87  0.081
H -0.55 0.01 -0.79  0.108
H -1.54 2.11 1.88  0.085
H -0.24 1.80 0.72  0.062
H -1.90 2.10 0.15  0.083
H -0.71 -0.15 2.84  0.060
H -0.59 -1.32 0.94  0.178
H -3.15 -0.83 1.60  0.091
C 2.24 0.45 0.41  -0.027
C 2.47 -0.20 -0.72  -0.254
C 3.43 0.23 -1.79  -0.119
H 2.76 1.38 0.64  0.059
H 1.60 0.04 1.18  0.033
H 1.95 -1.14 -0.90  0.088
H 3.91 1.18 -1.53  0.070
H 4.20 -0.53 -1.93  0.072
H 2.91 0.35 -2.75  0.069

For the HOMO-LUMO gap, the calculation gives 0.33698 Ha. As for the structure (SMILES): CN[C@](C)(N)O.C=CC. For the lowest unoccupied orbital energy, the calculation gives 0.84 eV.

***

Short version: (one), (two), most stable first.

***

(one)
Entry from OMol25: one molecule with the formula C3H2N2OS (ωB97M-V/def2-TZVPD).

Last column: Löwdin charge in e.
CARTESIAN COORDINATES (ANGSTROEM)
S 1.15 -1.48 1.58  0.679
C 1.26 -0.49 0.27  -0.603
C 0.13 0.21 -0.24  -0.356
C -1.21 0.20 0.18  -0.023
O -1.85 0.93 -0.74  -0.020
N -0.93 1.43 -1.67  0.047
N 0.22 1.03 -1.39  0.079
H 2.21 -0.34 -0.25  0.065
H -1.77 -0.19 1.01  0.131

For the HOMO-LUMO gap, the calculation gives 0.29516 Ha. As for the structure (SMILES): S=Cc1conn1. For the lowest unoccupied orbital energy, the calculation gives -1.23 eV.

***

(two)
Entry from OMol25: one molecule with the formula C3H2N2OS (ωB97M-V/def2-TZVPD).

Last column: Löwdin charge in e.
CARTESIAN COORDINATES (ANGSTROEM)
N 3.36 -0.43 0.07  0.167
C 2.19 -0.60 -0.03  -0.075
C 0.69 -0.67 -0.11  -0.448
N -0.20 -1.61 -0.20  -0.221
S -1.76 -0.95 0.02  0.886
C -1.24 0.76 -0.01  -0.439
O 0.24 0.62 -0.28  -0.133
H -1.31 1.30 1.12  0.129
H -1.97 1.58 -0.57  0.134

For the HOMO-LUMO gap, the calculation gives 0.32018 Ha. As for the structure (SMILES): N#CC1=NSCO1. For the lowest unoccupied orbital energy, the calculation gives -0.33 eV.

***

Short version: (one), (two), most stable first.

***

(one)
Entry from OMol25: an isolated ion of composition C4H7INO and charge +1 (ωB97M-V/def2-TZVPD).

Last column: Löwdin charge in e.
CARTESIAN COORDINATES (ANGSTROEM)
O 1.68 2.24 0.20  0.179
C 1.08 1.12 0.04  -0.398
N 1.73 0.00 -0.18  -0.424
I 3.79 -0.13 0.00  1.052
C 0.94 -1.24 0.07  -0.161
C -0.51 -0.72 -0.05  -0.125
C -0.38 0.81 -0.15  -0.055
H 1.36 3.11 0.08  0.160
H 1.13 -1.49 1.09  0.111
H 1.31 -1.95 -0.69  0.132
H -0.99 -0.95 0.81  0.069
H -1.24 -1.23 -0.80  0.166
H -1.00 1.24 0.59  0.122
H -0.77 1.09 -1.19  0.171

For the HOMO-LUMO gap, the calculation gives 0.34479 Ha. Its charge is +1. As for the structure (SMILES): OC1=[N+](I)CCC1. For the lowest unoccupied orbital energy, the calculation gives -4.71 eV.

***

(two)
Entry from OMol25: a 2-piece molecular cluster, C4H7INO overall (ωB97M-V/def2-TZVPD).

Last column: Löwdin charge in e.
CARTESIAN COORDINATES (ANGSTROEM)
C 2.50 0.84 -3.00  -0.761
C 1.09 0.76 0.58  -0.087
C 0.74 1.20 -0.76  -0.040
C 0.51 -0.21 -0.47  -0.327
N -0.84 -1.04 -0.38  0.180
O 3.29 1.65 -3.21  0.075
I 1.95 -0.99 -3.62  1.002
H 2.14 0.52 0.84  0.122
H 0.59 1.23 1.51  0.145
H 0.09 1.86 -1.16  0.063
H 1.23 -0.97 -1.07  0.066
H -1.58 -0.30 -0.20  0.183
H -0.84 -1.81 0.42  0.230
H -0.88 -1.42 -1.36  0.150

For the HOMO-LUMO gap (spin up / spin down), the calculation gives 0.31197 / 0.24461 Ha. Its charge is +1. For the lowest unoccupied orbital energy (spin up / spin down), the calculation gives -4.25 / -4.75 eV.

***

(three)
Entry from OMol25: an isolated ion of composition C4H7INO and charge +1 (ωB97M-V/def2-TZVPD).

Last column: Löwdin charge in e.
CARTESIAN COORDINATES (ANGSTROEM)
O 0.05 2.45 -1.79  0.150
C 0.08 1.66 -0.91  -0.379
C 1.08 0.59 -0.58  -0.061
C 0.38 -0.60 0.15  -0.049
N -1.06 -0.16 0.14  -0.040
C -1.17 1.31 0.10  -0.546
I -3.15 1.74 -0.77  0.971
H 1.54 0.19 -1.42  0.117
H 1.84 1.14 -0.07  0.140
H 0.59 -1.63 -0.16  0.151
H 0.71 -0.52 1.17  0.125
H -1.58 -0.40 -0.72  0.117
H -1.53 -0.73 0.85  0.188
H -0.77 1.61 1.05  0.115

For the HOMO-LUMO gap, the calculation gives 0.35455 Ha. Its charge is +1. As for the structure (SMILES): O=C1CC[NH2+][C@@H]1I. For the lowest unoccupied orbital energy, the calculation gives -4.46 eV.

***

(four)
Entry from OMol25: an isolated ion of composition C4H7INO and charge +1 (ωB97M-V/def2-TZVPD).

Last column: Löwdin charge in e.
CARTESIAN COORDINATES (ANGSTROEM)
C 0.80 -0.78 1.21  0.157
C 1.86 -0.03 -0.79  -0.656
C 0.08 1.28 0.05  -0.126
C -1.38 -0.73 -0.18  -0.015
N -0.39 -0.01 0.69  -0.262
O 1.09 1.04 -0.96  -0.178
I 3.46 -0.23 -1.96  1.119
H 0.66 -1.90 1.08  0.041
H -0.76 1.92 -0.56  0.213
H 0.46 1.94 0.87  0.160
H -1.08 -0.89 -1.22  0.102
H -1.53 -1.78 0.33  0.141
H -2.30 -0.12 -0.10  0.108
H -0.96 0.29 1.53  0.195

For the HOMO-LUMO gap (spin up / spin down), the calculation gives 0.30058 / 0.30054 Ha. Its charge is +1. For the lowest unoccupied orbital energy (spin up / spin down), the calculation gives -4.78 / -4.78 eV.

***

Short version: (one), (three), (two), (four), most stable first.